Record 1
ORCA calculation (ωB97M-V with the def2-TZVPD basis set) on a molecular structure, C26H66BrCl2F6FeN7O10S2.

Structure (XYZ):
```
121
Properties=species:S:1:pos:R:3:mulliken_spin:R:1
Fe 2.779 1.223 0.473 3.719
Br 0.355 0.642 -0.016 0.066
Cl 2.426 3.046 2.460 0.076
Cl 0.922 5.554 0.151 0.000
C 6.969 -0.151 0.675 0.002
F 6.866 0.251 -0.544 0.000
F 6.765 -1.464 0.804 0.001
F 8.195 0.140 1.128 0.001
S 5.591 0.819 1.728 0.035
O 6.131 0.964 3.124 0.003
O 5.557 2.108 1.121 0.015
N 4.028 0.120 1.511 0.015
S 4.030 -1.026 2.670 0.009
O 5.175 -1.919 2.684 0.006
O 3.578 -0.497 3.931 0.001
C 2.601 -2.280 2.315 0.006
F 2.713 -3.244 3.306 0.000
F 1.500 -1.651 2.347 0.008
F 2.894 -2.783 1.166 -0.001
C 2.905 3.473 -3.217 -0.006
C 2.686 2.365 -2.299 -0.012
C 3.577 1.118 -2.499 -0.016
O 3.459 0.264 -1.312 -0.013
C 4.015 -1.024 -1.532 -0.001
N 2.978 2.847 -0.963 0.065
H 3.930 3.797 -3.037 -0.001
H 2.228 4.294 -2.980 0.001
H 2.964 3.258 -4.284 0.002
H 1.649 2.044 -2.395 0.013
H 4.610 1.445 -2.621 -0.001
H 3.367 0.498 -3.371 -0.001
H 4.094 -1.529 -0.569 0.004
H 5.009 -1.062 -1.979 0.002
H 3.312 -1.564 -2.165 0.001
H 2.324 3.588 -0.756 0.001
H 3.851 3.354 -1.006 0.001
C -1.248 -2.925 1.325 0.002
C -2.232 -3.684 0.399 -0.001
C -2.861 -2.926 -0.753 0.001
O -3.728 -3.806 -1.462 0.000
C -4.545 -3.140 -2.401 0.000
N -1.419 -4.762 -0.123 0.000
H -1.789 -2.184 1.913 -0.002
H -0.442 -2.448 0.767 0.000
H -0.711 -3.585 2.005 0.000
H -3.034 -4.085 1.018 0.000
H -2.156 -2.431 -1.420 0.001
H -3.425 -2.167 -0.211 0.000
H -4.068 -3.166 -3.381 0.000
H -4.743 -2.130 -2.044 0.000
H -5.415 -3.795 -2.351 0.000
H -0.677 -4.339 -0.662 0.000
H -2.064 -5.224 -0.748 0.000
C -3.990 -2.277 7.277 0.000
C -2.646 -1.572 7.323 0.000
C -1.925 -1.433 5.918 0.000
O -0.653 -0.904 6.240 0.000
C 0.007 -0.878 4.975 0.000
N -2.879 -0.164 7.721 0.000
H -4.316 -2.325 8.316 0.000
H -4.143 -3.274 6.865 0.000
H -4.714 -1.674 6.730 0.000
H -1.996 -2.057 8.052 0.000
H -2.499 -0.827 5.217 0.000
H -1.951 -2.401 5.419 0.000
H 1.038 -0.553 5.112 0.000
H -0.583 -0.255 4.301 0.000
H 0.104 -1.763 4.346 0.000
H -3.465 -0.077 8.539 0.000
H -3.635 0.031 7.079 0.000
C 0.294 -2.715 -5.211 0.000
C 0.177 -2.525 -3.719 0.000
C 1.082 -3.530 -2.899 0.000
O 0.569 -4.832 -2.620 0.000
C 1.553 -5.732 -2.373 0.000
N 0.317 -1.060 -3.521 0.000
H -0.706 -2.668 -5.643 0.000
H 0.522 -3.773 -5.344 0.000
H 0.862 -1.989 -5.792 0.000
H -0.804 -2.607 -3.252 0.000
H 1.015 -3.074 -1.912 0.000
H 2.137 -3.377 -3.125 0.000
H 1.069 -6.709 -2.355 0.000
H 2.028 -5.539 -1.411 0.000
H 2.212 -5.706 -3.240 0.000
H 0.300 -0.687 -2.582 0.002
H -0.383 -0.508 -3.997 -0.001
C -0.935 2.776 -3.055 0.005
C -2.325 2.323 -3.332 -0.003
C -2.499 1.599 -4.670 0.000
O -1.551 0.573 -4.825 0.000
C -1.610 0.209 -6.208 0.000
N -2.782 1.397 -2.287 0.001
H -0.802 3.645 -3.700 0.000
H -0.323 2.025 -3.554 -0.001
H -0.691 2.995 -2.015 -0.002
H -3.054 3.116 -3.166 0.000
H -2.491 2.373 -5.437 0.000
H -3.536 1.332 -4.871 0.000
H -0.866 -0.523 -6.519 0.000
H -1.328 1.112 -6.750 0.000
H -2.620 -0.068 -6.512 0.000
H -2.674 0.465 -2.661 0.000
H -1.937 1.512 -1.746 0.000
C -3.079 3.118 1.561 0.001
C -1.866 4.049 1.584 -0.001
C -2.287 5.280 2.483 0.000
O -1.069 6.051 2.460 0.000
C -1.300 7.455 2.316 0.000
N -0.716 3.401 2.300 -0.002
H -3.118 2.652 2.546 0.000
H -3.109 2.364 0.775 0.000
H -3.934 3.707 1.229 0.000
H -1.545 4.446 0.621 0.000
H -2.518 5.136 3.539 0.000
H -3.053 5.817 1.924 0.000
H -2.084 7.506 1.560 0.000
H -0.351 7.904 2.022 0.000
H -1.663 7.881 3.251 0.000
H -1.265 2.992 3.043 0.000
H -0.488 2.593 1.739 0.000
```

As for the charge: -2. The value obtained for the HOMO energy (alpha / beta) is -1.632 / -1.622 eV. The spin multiplicity is 5.

Record 2
ORCA calculation (ωB97M-V with the def2-TZVPD basis set) on 11 unconnected molecules or ions with the total composition C26H66F6O13.

Structure (XYZ):
```
111
Properties=species:S:1:pos:R:3:lowdin_charge:R:1
C -0.448 0.608 0.514 -0.463
O 0.935 0.423 0.409 -0.134
O -0.656 1.695 1.466 -0.332
C -1.087 0.473 -0.964 -0.581
F -1.200 -0.852 -1.358 0.065
F -2.274 1.064 -1.030 0.120
F -0.368 1.056 -1.873 0.152
C 1.531 -0.897 0.281 -0.239
C 3.012 -0.722 -0.146 -0.078
H 3.492 -1.701 -0.164 0.056
H 2.987 -0.334 -1.164 0.063
H 3.641 -0.050 0.437 0.060
H 1.040 -1.590 -0.402 0.098
H 1.376 -1.363 1.255 0.111
H -0.862 -0.231 1.074 0.116
C -0.370 -3.595 6.866 -0.470
O -1.672 -4.221 6.703 -0.105
O -0.179 -3.314 8.215 -0.275
C 0.786 -4.465 6.130 -0.485
F 0.736 -5.727 6.623 0.077
F 0.605 -4.724 4.823 0.087
F 2.128 -4.093 6.243 0.059
C -2.411 -4.045 5.514 -0.311
C -3.783 -4.697 5.577 -0.096
H -4.424 -4.263 6.345 0.067
H -4.195 -4.619 4.571 0.062
H -3.738 -5.772 5.749 0.064
H -1.910 -4.517 4.669 0.097
H -2.501 -3.019 5.159 0.112
H -0.407 -2.664 6.301 0.118
C 0.919 7.724 3.353 -0.093
C 0.157 7.727 2.037 -0.361
O 0.389 6.596 1.224 -0.060
H 0.570 8.555 3.967 0.072
H 1.980 7.670 3.109 0.073
H 0.705 6.767 3.828 0.073
H 0.303 8.686 1.540 0.102
H -0.910 7.820 2.236 0.099
H 0.192 5.827 1.765 0.089
C 4.818 -8.332 -1.840 -0.104
C 4.334 -7.421 -2.929 -0.343
O 4.496 -6.095 -2.478 -0.074
H 4.707 -9.393 -2.068 0.076
H 4.090 -8.138 -1.052 0.076
H 5.752 -8.016 -1.377 0.079
H 3.330 -7.733 -3.216 0.107
H 4.906 -7.523 -3.851 0.105
H 4.595 -6.027 -1.526 0.078
C -6.242 2.218 3.662 -0.088
C -6.053 3.753 3.316 -0.282
O -4.928 4.445 3.960 -0.090
H -5.528 1.641 3.074 0.066
H -7.215 1.970 3.239 0.058
H -6.169 2.012 4.730 0.069
H -6.965 4.191 3.722 0.091
H -6.090 3.772 2.227 0.097
H -4.132 4.068 3.577 0.077
C -7.084 -2.498 -0.325 -0.091
C -7.288 -1.826 -1.667 -0.283
O -8.204 -2.663 -2.516 -0.120
H -7.995 -2.549 0.272 0.076
H -6.278 -1.876 0.063 0.081
H -6.732 -3.488 -0.615 0.075
H -6.325 -1.788 -2.175 0.104
H -7.680 -0.812 -1.594 0.103
H -7.568 -3.044 -3.126 0.055
C 5.077 1.164 5.261 -0.080
C 4.271 2.246 4.494 -0.377
O 2.946 2.234 4.770 -0.049
H 4.894 1.280 6.330 0.069
H 6.124 1.105 4.963 0.059
H 4.647 0.185 5.054 0.068
H 4.343 2.152 3.411 0.110
H 4.702 3.196 4.812 0.094
H 2.426 2.273 3.964 0.100
C 6.738 -1.405 -5.700 -0.098
C 5.297 -1.572 -6.185 -0.348
O 4.839 -2.882 -6.038 -0.062
H 7.376 -2.277 -5.842 0.070
H 6.588 -1.281 -4.627 0.069
H 7.247 -0.554 -6.153 0.069
H 5.344 -1.330 -7.247 0.103
H 4.701 -0.793 -5.711 0.110
H 5.071 -3.248 -5.181 0.085
C -3.292 1.395 -7.526 -0.080
C -3.808 0.060 -6.888 -0.317
O -3.267 -1.021 -7.610 -0.081
H -3.592 1.583 -8.557 0.063
H -2.203 1.361 -7.490 0.066
H -3.379 2.289 -6.908 0.065
H -4.881 -0.018 -6.709 0.102
H -3.376 0.044 -5.888 0.103
H -3.750 -1.814 -7.368 0.079
C -7.666 3.988 -4.674 -0.095
C -7.155 5.402 -4.611 -0.389
O -8.111 6.310 -4.938 -0.052
H -6.904 3.357 -4.216 0.077
H -7.897 3.781 -5.719 0.070
H -8.570 3.698 -4.139 0.074
H -6.273 5.598 -5.221 0.114
H -6.803 5.427 -3.580 0.111
H -8.152 6.950 -4.222 0.091
C 9.612 1.297 -0.186 -0.103
C 10.278 0.792 1.077 -0.337
O 11.088 1.815 1.565 -0.085
H 10.237 1.247 -1.078 0.072
H 9.060 2.217 0.007 0.076
H 8.800 0.644 -0.505 0.068
H 10.760 -0.162 0.863 0.115
H 9.496 0.752 1.836 0.110
H 10.479 2.452 1.946 0.083
```

As for the charge: -2. Its energy above the lowest of the compared OMol25 structures with the same formula, charge and spin is 108.9 kcal/mol. The value obtained for the HOMO energy is -1.747 eV. The spin multiplicity is 1.

Record 3
ORCA calculation (ωB97M-V with the def2-TZVPD basis set) on a molecular structure, C26H67BF4N5O8Pd.

Structure (XYZ):
```
112
Properties=species:S:1:pos:R:3:mulliken_spin:R:1
Pd -8.953 -18.451 -16.890 0.998
B -9.730 -22.267 -20.713 0.000
F -10.079 -23.542 -20.707 0.000
F -10.126 -21.600 -21.852 0.000
F -10.405 -21.643 -19.678 0.000
F -8.397 -22.038 -20.563 0.000
C -11.245 -30.159 -15.372 -0.001
O -10.025 -30.925 -15.043 0.015
C -9.508 -31.618 -16.153 0.003
C -8.169 -32.363 -15.786 0.053
N -8.514 -33.614 -15.213 0.703
C -7.462 -34.364 -14.578 0.039
C -6.547 -35.157 -15.530 0.064
O -5.945 -36.283 -14.905 0.040
C -4.876 -35.802 -14.033 -0.002
H -11.433 -29.516 -14.512 0.000
H -12.153 -30.759 -15.435 0.001
H -11.145 -29.508 -16.241 0.000
H -9.190 -30.844 -16.853 0.001
H -10.127 -32.378 -16.629 0.000
H -7.526 -31.755 -15.149 0.031
H -7.550 -32.619 -16.646 0.025
H -9.279 -33.424 -14.582 -0.012
H -7.872 -35.074 -13.860 0.001
H -6.815 -33.706 -13.999 0.039
H -5.917 -34.481 -16.108 0.006
H -7.178 -35.523 -16.341 -0.011
H -5.216 -35.231 -13.169 0.005
H -4.164 -35.152 -14.542 0.000
H -4.262 -36.615 -13.645 0.001
C -5.986 -21.410 -14.632 0.000
O -7.406 -21.366 -14.418 -0.001
C -7.765 -22.542 -13.713 0.000
C -9.261 -22.747 -13.657 0.000
N -9.938 -21.450 -13.360 0.000
C -11.319 -21.770 -12.924 0.000
C -11.286 -22.266 -11.475 0.000
O -10.636 -21.285 -10.645 0.000
C -10.151 -21.809 -9.438 0.000
H -5.407 -21.533 -13.717 0.000
H -5.545 -20.565 -15.162 0.000
H -5.708 -22.106 -15.424 0.000
H -7.385 -22.492 -12.693 0.000
H -7.445 -23.431 -14.256 0.000
H -9.491 -23.352 -12.780 0.000
H -9.736 -23.166 -14.544 0.000
H -9.615 -21.251 -12.424 0.000
H -11.838 -22.471 -13.578 0.000
H -11.939 -20.875 -12.877 0.000
H -10.949 -23.300 -11.414 0.000
H -12.340 -22.318 -11.200 0.000
H -10.985 -21.962 -8.753 0.000
H -9.452 -21.066 -9.054 0.000
H -9.479 -22.644 -9.635 0.000
C -12.283 -16.025 -18.935 0.001
O -10.952 -16.003 -19.447 -0.001
C -10.785 -15.179 -20.572 0.000
C -9.405 -14.740 -20.995 0.001
N -8.478 -15.797 -20.573 0.000
C -7.133 -15.463 -21.038 0.001
C -6.607 -14.115 -20.489 -0.001
O -6.893 -12.954 -21.254 0.000
C -6.259 -11.782 -20.608 0.000
H -13.012 -16.321 -19.689 0.000
H -12.781 -15.128 -18.568 0.000
H -12.384 -16.797 -18.172 0.000
H -11.363 -14.262 -20.457 0.000
H -11.133 -15.711 -21.457 -0.001
H -9.134 -13.860 -20.410 0.000
H -9.458 -14.336 -22.006 0.000
H -8.516 -16.614 -21.166 0.000
H -7.202 -15.442 -22.125 0.000
H -6.445 -16.287 -20.848 0.000
H -5.545 -14.357 -20.448 0.000
H -6.978 -13.846 -19.500 0.000
H -5.172 -11.845 -20.567 0.000
H -6.581 -11.747 -19.568 0.000
H -6.545 -10.889 -21.164 0.000
C -5.977 -27.438 -26.257 0.000
C -4.645 -27.997 -25.703 0.000
C -3.787 -28.696 -26.748 0.000
O -4.569 -29.722 -27.306 0.000
C -3.906 -30.877 -27.737 0.000
N -3.936 -27.005 -24.940 0.000
H -5.668 -26.987 -27.199 0.000
H -6.235 -26.630 -25.572 0.000
H -6.764 -28.186 -26.354 0.000
H -5.104 -28.689 -24.997 0.000
H -2.843 -29.045 -26.329 0.000
H -3.502 -28.056 -27.583 0.000
H -3.652 -31.546 -26.914 0.000
H -2.984 -30.699 -28.291 0.000
H -4.475 -31.450 -28.469 0.000
H -3.837 -26.162 -25.488 0.000
H -4.484 -26.693 -24.151 0.000
C -16.846 -23.933 -21.637 0.000
C -16.553 -23.942 -23.144 0.000
C -17.650 -24.487 -23.985 0.000
O -17.683 -25.836 -23.683 0.000
C -18.063 -26.613 -24.787 0.000
N -16.170 -22.582 -23.475 0.000
H -17.014 -24.904 -21.171 0.000
H -17.770 -23.373 -21.495 0.000
H -16.086 -23.362 -21.103 0.000
H -15.694 -24.605 -23.240 0.000
H -17.230 -24.341 -24.981 0.000
H -18.550 -23.887 -23.851 0.000
H -18.100 -27.652 -24.458 0.000
H -17.267 -26.601 -25.530 0.000
H -18.961 -26.394 -25.365 0.000
H -15.599 -22.779 -24.284 0.000
H -15.468 -22.366 -22.782 0.000
```

As for the charge: +1. Its energy above the lowest of the compared OMol25 structures with the same formula, charge and spin is 217.8 kcal/mol. The value obtained for the HOMO energy (alpha / beta) is -9.972 / -9.972 eV. The spin multiplicity is 3.

Record 4
ORCA calculation (ωB97M-V with the def2-TZVPD basis set) on 8 unconnected molecules or ions with the total composition C26H67Cl4N5O8.

Structure (XYZ):
```
110
Properties=species:S:1:pos:R:3:lowdin_charge:R:1
C -3.827 -0.169 0.272 -0.069
C -4.493 -1.257 1.090 -0.415
C -3.922 -1.324 2.488 -0.218
O -4.572 -2.361 3.200 -0.192
C -3.929 -2.757 4.336 -0.122
N -5.928 -0.917 1.197 0.054
H -2.750 -0.319 0.347 0.057
H -4.061 0.844 0.598 0.083
H -4.024 -0.230 -0.798 0.060
H -4.246 -2.209 0.621 0.145
H -4.096 -0.412 3.059 0.117
H -2.847 -1.492 2.417 0.121
H -4.444 -3.594 4.807 0.097
H -3.942 -1.882 4.985 0.078
H -2.908 -2.936 4.001 0.090
H -6.404 -1.645 1.711 0.068
H -5.849 -0.061 1.727 0.065
C -4.534 0.968 -4.323 -0.053
C -3.420 1.738 -3.643 -0.455
C -3.908 2.633 -2.519 -0.186
O -4.867 3.627 -2.908 -0.169
C -4.259 4.674 -3.646 -0.131
N -2.397 0.801 -3.204 0.052
H -5.033 0.278 -3.643 0.088
H -4.101 0.495 -5.205 0.076
H -5.206 1.671 -4.815 0.078
H -2.895 2.314 -4.406 0.126
H -3.116 3.103 -1.935 0.116
H -4.450 2.012 -1.805 0.117
H -5.031 5.432 -3.776 0.087
H -3.935 4.394 -4.649 0.083
H -3.507 5.240 -3.096 0.053
H -2.140 0.155 -3.937 0.081
H -2.814 0.276 -2.449 0.044
C 4.706 3.024 -4.302 -0.072
C 4.985 1.770 -3.514 -0.421
C 5.796 2.166 -2.274 -0.215
O 5.116 3.077 -1.447 -0.187
C 5.688 3.329 -0.190 -0.094
N 3.767 1.049 -3.092 0.043
H 4.291 2.841 -5.293 0.078
H 5.634 3.575 -4.452 0.082
H 4.024 3.598 -3.674 0.037
H 5.634 1.134 -4.116 0.139
H 6.674 2.599 -2.755 0.120
H 6.120 1.259 -1.764 0.117
H 5.779 2.393 0.362 0.080
H 5.091 4.025 0.399 0.090
H 6.661 3.808 -0.301 0.088
H 3.249 1.711 -2.533 -0.014
H 3.231 0.861 -3.927 0.072
C -0.394 -2.256 -0.436 -0.071
C -0.251 -3.655 0.153 -0.454
C -0.760 -4.728 -0.841 -0.185
O -2.193 -4.601 -0.919 -0.212
C -2.840 -5.634 -1.711 -0.088
N 1.119 -3.818 0.541 0.041
H -1.429 -2.025 -0.687 0.062
H 0.250 -2.265 -1.315 0.078
H -0.078 -1.419 0.187 0.056
H -0.949 -3.854 0.966 0.132
H -0.540 -5.740 -0.500 0.119
H -0.366 -4.583 -1.847 0.123
H -3.911 -5.629 -1.511 0.084
H -2.492 -6.661 -1.602 0.079
H -2.649 -5.373 -2.752 0.080
H 1.236 -4.747 0.920 0.071
H 1.179 -3.331 1.423 0.079
C 3.777 -0.583 0.107 -0.085
C 5.109 -1.377 -0.067 -0.430
C 5.331 -2.474 0.998 -0.186
O 5.310 -1.951 2.319 -0.176
C 6.462 -1.242 2.632 -0.127
N 5.055 -1.812 -1.451 0.036
H 2.909 -1.227 0.253 0.061
H 3.620 0.129 -0.703 0.003
H 3.924 -0.047 1.045 0.071
H 5.902 -0.640 0.058 0.107
H 6.265 -2.946 0.695 0.119
H 4.564 -3.244 0.919 0.122
H 7.401 -1.740 2.388 0.092
H 6.483 -0.900 3.667 0.091
H 6.380 -0.337 2.030 0.069
H 4.692 -0.972 -1.880 0.022
H 4.349 -2.528 -1.543 0.069
C -0.496 -1.191 7.493 -0.056
C -1.917 -0.526 7.459 -0.248
O -1.914 0.633 6.712 0.007
C -1.787 0.670 5.325 -0.562
O -1.440 -0.314 4.713 0.118
O -2.136 1.831 4.895 0.040
C -2.119 2.086 3.514 -0.053
H 0.186 -0.376 7.735 0.075
H -0.181 -1.562 6.518 0.063
H -0.550 -1.943 8.281 0.072
H -2.162 -0.348 8.506 0.117
H -2.665 -1.258 7.154 0.110
H -2.383 3.130 3.348 0.102
H -2.920 1.500 3.063 0.077
H -1.194 1.786 3.021 0.058
C -0.365 1.836 -0.947 -0.985
Cl -0.437 2.794 0.570 0.537
Cl 1.158 0.951 -1.212 0.605
H -1.113 1.050 -0.854 -0.015
H -0.443 2.512 -1.798 -0.026
C 0.819 4.269 -3.788 -1.020
Cl -0.697 5.174 -3.622 0.539
Cl 1.700 4.390 -2.290 0.568
H 0.531 3.230 -3.946 0.021
H 1.471 4.577 -4.607 0.038
```

The SMILES is COC[C@H](C)N.COC[C@H](C)N.COC[C@H](C)N.COC[C@H](C)N.COC[C@H](C)N.CCOC(=O)OC.ClCCl.ClCCl. Its energy above the lowest of the compared OMol25 structures with the same formula, charge and spin is 0.0 kcal/mol. The value obtained for the HOMO energy is -8.542 eV. The spin multiplicity is 1.

| no. | E (hartree) |
| --- | --- |
| 1 | -8319.443705 |
| 2 | -2607.277700 |
| 3 | -2458.112617 |
| 4 | -3747.127756 |